{
  "formula": "C2H5O2",
  "method": "ωB97M-V with the def2-TZVPD basis set",
  "elements": ["C", "O", "H", "C", "O", "H", "H", "H", "H"],
  "coordinates": [[-0.102, -0.030, 0.614], [-1.882, -1.030, -0.554], [3.282, 0.640, -0.668], [-1.369, 0.023, 0.196], [2.443, 1.097, -0.795], [0.692, -0.356, -0.067], [-1.178, -1.620, -0.789], [0.211, 0.565, 1.472], [-2.097, 0.712, 0.592]],
  "atomic_forces_ev_per_a": [[-0.17, 1.27, -0.28], [-1.43, 1.54, -0.65], [0.08, 0.00, -0.02], [1.11, -1.86, 1.11], [-0.15, -0.19, 0.04], [0.17, -0.51, 0.50], [0.84, -0.28, -0.05], [0.06, 0.30, -0.64], [-0.50, -0.26, -0.02]],
  "largest_force_ev_per_a": 2.4,
  "total_charge": -1,
  "homo_lumo_gap_ev": 6.11,
  "relative_energy_kj_mol": 301.2,
  "e_tot_ev": -6248.0169
}

{
  "formula": "C2H10N6",
  "method": "ωB97M-V with the def2-TZVPD basis set",
  "elements": ["H", "N", "N", "N", "H", "H", "H", "H", "N", "H", "H", "H", "H", "H", "N", "C", "C", "N"],
  "coordinates": [[-4.454, -0.110, -0.566], [1.976, -0.887, -0.818], [-3.509, 0.034, -0.221], [0.795, -0.981, 0.099], [-3.130, -0.400, 0.603], [1.222, -1.934, 1.051], [1.620, -0.138, -1.526], [-2.794, 0.872, -2.001], [-1.352, 0.379, -0.604], [2.245, -1.745, -1.083], [2.760, -0.475, -0.235], [1.880, 1.771, 0.578], [-0.725, 1.757, 0.839], [1.459, 1.420, 2.129], [0.624, 0.304, 0.592], [-2.609, 0.423, -0.998], [-0.528, 0.869, 0.240], [1.626, 0.982, 1.140]],
  "atomic_forces_ev_per_a": [[-0.06, -0.03, 0.52], [-1.77, 6.66, 2.75], [-2.48, -1.32, 1.01], [2.18, -3.33, 2.78], [-0.97, -0.27, 0.74], [-1.41, 3.31, -2.82], [1.33, -2.14, 0.60], [-0.14, -0.59, 0.54], [-3.20, -3.11, -5.81], [0.94, -4.24, -2.19], [-0.54, -0.15, -0.84], [0.06, 0.74, -0.62], [-0.29, -0.08, -0.14], [0.01, -1.57, -1.92], [0.53, -2.98, -0.87], [3.44, 2.23, -1.63], [0.72, 5.69, 4.93], [1.64, 1.19, 2.98]],
  "multiplicity": 3,
  "largest_force_ev_per_a": 7.6,
  "total_charge": 2,
  "homo_lumo_gap_ev": [6.20, 6.99],
  "e_tot_ev": -11150.2091
}

{
  "formula": "C16H33Br15OPS",
  "method": "ωB97M-V with the def2-TZVPD basis set",
  "elements": ["C", "Br", "S", "C", "H", "O", "H", "Br", "C", "H", "Br", "Br", "Br", "Br", "Br", "H", "H", "C", "C", "H", "H", "H", "H", "H", "H", "H", "H", "H", "H", "C", "C", "Br", "H", "C", "H", "Br", "Br", "P", "H", "H", "Br", "Br", "C", "H", "C", "H", "H", "H", "C", "C", "H", "H", "C", "Br", "H", "H", "H", "H", "H", "C", "C", "H", "Br", "C", "H", "H", "Br"],
  "coordinates": [[-2.352, -2.731, 5.183], [2.006, 4.333, -1.039], [-0.496, -1.849, -0.750], [6.269, 0.160, 4.045], [8.085, 1.197, 3.495], [-4.716, -3.174, 2.235], [-0.676, 2.320, -9.457], [-1.605, 1.762, -0.358], [-4.496, -2.624, 1.181], [-0.813, -3.048, -1.286], [2.617, 2.122, 3.496], [0.093, -0.124, 2.404], [5.902, 1.434, 5.463], [4.648, 6.781, -0.295], [-0.167, 0.742, -7.621], [-2.042, 1.258, -3.175], [-1.608, 3.550, -2.038], [1.678, 0.815, 4.579], [-4.042, -4.896, -3.955], [-2.415, -3.341, 6.079], [3.232, 3.428, 0.906], [-2.493, -0.570, 0.685], [-3.426, -5.540, -1.986], [1.051, -1.247, 4.417], [-3.317, -2.723, 4.680], [5.312, -0.086, 3.593], [-4.966, -5.463, -4.038], [-2.165, 1.570, -8.845], [-0.574, 3.629, -7.234], [-3.341, -2.969, 0.247], [-3.097, -5.598, -3.019], [-4.556, -3.129, -3.318], [4.358, 3.845, -0.407], [-1.239, 2.061, -8.564], [-3.608, -2.811, -0.808], [-1.300, -4.847, -3.076], [6.398, 2.040, 1.878], [-1.970, -1.860, 0.634], [-3.615, -4.746, -4.941], [2.317, -0.766, 3.259], [-5.541, -1.140, 0.559], [-2.788, 2.948, -6.327], [1.427, -0.443, 3.790], [0.059, 2.984, -1.775], [-1.876, -1.335, 5.484], [-1.050, 2.392, -4.094], [-1.543, -2.200, 1.924], [6.687, -0.720, 4.530], [-1.104, 1.805, -3.181], [3.515, 4.189, 0.184], [-2.986, -6.642, -3.303], [7.579, -0.079, 2.366], [-0.965, 2.676, -1.965], [-1.131, -3.673, 3.987], [0.756, 1.289, 4.900], [-1.895, 4.091, -8.329], [-3.046, -4.007, 0.458], [4.502, 5.324, 1.701], [2.900, 5.957, 1.262], [7.234, 0.711, 3.028], [3.803, 5.490, 0.883], [2.307, 0.609, 5.442], [0.341, 0.507, -3.319], [-1.479, 3.287, -7.727], [-2.661, -0.775, 5.988], [-1.558, -0.799, 4.593], [-0.356, -1.347, 6.688]],
  "atomic_forces_ev_per_a": [[-0.05, -0.02, -0.04], [0.23, 0.15, 0.05], [0.33, 0.13, -0.29], [-0.04, 0.06, 0.05], [0.01, -0.01, 0.00], [0.50, 1.04, -2.06], [0.01, 0.02, 0.01], [0.15, 0.08, 0.06], [-0.31, -0.96, 1.78], [-0.17, -0.06, 0.10], [0.04, 0.05, 0.04], [0.13, 0.39, 0.00], [-0.03, -0.03, 0.01], [-0.05, -0.02, 0.01], [-0.06, 0.01, 0.03], [0.03, -0.06, -0.08], [-0.01, 0.00, -0.06], [-0.04, 0.11, -0.15], [-0.03, 0.05, -0.02], [-0.02, -0.01, 0.00], [-0.02, -0.05, 0.02], [-0.01, 0.05, 0.05], [-0.03, -0.05, 0.00], [-0.04, 0.07, -0.08], [0.02, 0.04, -0.02], [0.00, -0.03, -0.01], [-0.01, 0.02, 0.01], [0.00, 0.01, -0.02], [0.01, 0.02, -0.01], [-0.32, -0.13, -0.03], [0.02, 0.02, 0.03], [0.04, -0.02, -0.01], [0.00, -0.02, 0.00], [0.10, -0.06, -0.03], [-0.02, -0.20, 0.26], [-0.04, -0.01, 0.02], [0.02, 0.01, 0.01], [-0.12, -0.35, 0.34], [0.01, -0.04, -0.01], [0.00, -0.03, -0.01], [-0.03, -0.02, 0.02], [-0.01, 0.04, 0.01], [0.26, -0.14, 0.05], [-0.16, -0.17, 0.08], [-0.02, 0.00, 0.04], [0.04, 0.07, 0.05], [-0.11, -0.04, -0.12], [0.04, 0.01, -0.02], [0.03, -0.08, -0.07], [-0.02, -0.02, 0.02], [0.02, 0.01, -0.03], [-0.01, 0.00, 0.00], [-0.17, 0.04, -0.10], [0.05, -0.06, 0.07], [-0.02, -0.04, 0.10], [-0.02, -0.02, -0.02], [0.07, 0.26, -0.16], [0.01, -0.03, 0.00], [0.00, -0.02, 0.04], [-0.02, 0.01, -0.05], [0.05, 0.09, -0.05], [0.02, -0.04, -0.04], [-0.06, 0.03, 0.00], [-0.06, 0.02, 0.03], [0.00, -0.01, 0.02], [-0.09, -0.01, 0.00], [-0.04, 0.01, 0.19]],
  "largest_force_ev_per_a": 2.4,
  "total_charge": 1,
  "homo_lumo_gap_ev": 8.20,
  "e_tot_ev": -1089930.6872
}